C6H14N2O2 | the ωB97M-V functional and the def2-TZVPD basis

**Relative energy (zero: lowest compared OMol25 entry of this formula, charge and spin)**: 77.2 kJ/mol
**Orbital gap**: 0.37073 Eh
**Spin multiplicity**: 1
**E_HOMO**: -0.350 hartree

Element x y z (Å)
C 0.655 1.573 -2.441
C -0.256 0.435 -2.133
H 0.399 2.450 -1.854
H -0.513 0.017 0.524
H -1.675 1.951 0.813
C 0.168 -0.206 2.457
H 1.401 -1.860 2.956
H 0.385 -2.126 1.490
N 0.278 -0.800 -1.899
C 0.973 -1.410 2.064
H -1.390 -2.169 -1.854
H -0.113 2.322 1.639
H 1.871 -1.163 1.505
H 0.040 -2.693 -1.025
H 1.244 -0.988 -2.102
H -0.941 -1.508 -0.317
C -1.011 1.699 1.635
H 1.725 1.426 -2.231
O -1.458 0.593 -2.033
C -0.534 -1.811 -1.284
H -1.508 1.819 2.586
N -0.651 0.302 1.478
O 0.288 0.354 3.526
H 0.624 1.790 -3.500